{"formula": "C5H8O", "method": "the ωB97M-V functional and the def2-TZVPD basis", "species": ["C", "C", "C", "C", "C", "O", "H", "H", "H", "H", "H", "H", "H", "H"], "coordinates": [[0.72, -1.01, 1.33], [0.03, -0.08, 0.37], [-1.30, -0.33, -0.25], [-0.11, 0.01, -1.12], [0.24, 1.47, -0.94], [0.31, 1.32, 0.50], [1.81, -0.85, 1.35], [0.34, -0.80, 2.33], [0.52, -2.06, 1.11], [-2.07, 0.41, -0.07], [-1.63, -1.36, -0.32], [0.45, -0.70, -1.69], [-0.51, 2.23, -1.22], [1.20, 1.75, -1.37]], "de_lowest_kcal_mol": 53.6, "total_energy_ev": -7359.9294, "gap_ev": 10.1, "homo_energy_ha": -0.3285, "spin_multiplicity": 1}

***

{"formula": "C5H16NO3S", "method": "the ωB97M-V functional and the def2-TZVPD basis", "species": ["C", "C", "S", "C", "N", "C", "C", "O", "H", "H", "H", "H", "H", "H", "H", "H", "H", "H", "H", "H", "H", "H", "O", "H", "H", "O"], "coordinates": [[-1.30, 0.59, 1.10], [-1.97, 1.00, 2.42], [-0.72, 1.11, 3.72], [-0.62, 1.78, 0.34], [0.23, 1.51, -0.81], [-0.24, 0.35, -1.57], [0.84, -0.01, -2.80], [1.13, -1.33, -2.84], [-0.38, 0.01, 1.26], [-1.86, 0.07, 0.33], [-2.59, 1.88, 2.12], [-2.78, 0.31, 2.63], [-0.08, 0.03, 3.27], [0.02, 2.26, 1.08], [-1.40, 2.55, 0.16], [1.09, 1.17, -0.37], [-0.14, -0.63, -1.09], [-1.19, 0.54, -2.08], [0.23, 0.19, -3.70], [1.67, 0.69, -2.62], [1.81, -1.49, -1.97], [3.09, -2.03, -0.60], [2.19, -1.82, -0.72], [0.69, -3.64, 0.90], [1.38, -2.29, 0.54], [0.89, -2.79, 1.28]], "de_lowest_kcal_mol": 39.8, "total_energy_ev": -23911.9952, "total_charge": -1, "gap_ev": 7.5, "homo_energy_ha": -0.1656, "spin_multiplicity": 1}